9 unconnected molecules or ions with the total composition C45H108N6O3 in a non-equilibrium geometry, computed with ωB97M-V/def2-TZVPD.

Last columns: bonded neighbours and bond lengths (Å).
Cartesian coordinates (Å):
1 C 3.615 0.459 -3.342  C2 1.548, H8 1.090, H9 1.090, H10 1.090
2 C 4.646 1.515 -2.876  C1 1.548, N3 1.532, H11 1.090, H12 1.090
3 N 4.047 2.878 -2.515  C2 1.532, C4 1.454, C6 1.442
4 C 3.092 2.726 -1.428  N3 1.454, C5 1.522, H13 1.090, H14 1.090
5 C 3.893 2.624 -0.137  C4 1.522, H15 1.090, H16 1.090, H17 1.090
6 C 3.616 3.686 -3.629  N3 1.442, C7 1.527, H18 1.090, H19 1.090
7 C 4.711 4.179 -4.573  C6 1.527, H20 1.090, H21 1.090, H22 1.090
8 H 4.131 -0.387 -3.797  C1 1.090
9 H 2.975 0.961 -4.068  C1 1.090
10 H 3.123 0.034 -2.467  C1 1.090
11 H 5.203 1.120 -2.026  C2 1.090
12 H 5.293 1.690 -3.735  C2 1.090
13 H 2.443 3.601 -1.445  C4 1.090
14 H 2.445 1.849 -1.445  C4 1.090
15 H 3.215 2.500 0.707  C5 1.090
16 H 4.551 1.757 -0.066  C5 1.090
17 H 4.490 3.529 -0.028  C5 1.090
18 H 3.079 4.552 -3.241  C6 1.090
19 H 2.931 3.034 -4.171  C6 1.090
20 H 4.996 3.415 -5.296  C7 1.090
21 H 5.531 4.551 -3.959  C7 1.090
22 H 4.357 4.983 -5.219  C7 1.090
23 C 0.630 -5.079 -0.998  C24 1.544, H30 1.090, H31 1.090, H32 1.090
24 C -0.283 -3.939 -0.497  C23 1.544, N25 1.469, H33 1.090, H34 1.090
25 N -1.524 -4.348 0.173  C24 1.469, C26 1.503, C28 1.462
26 C -2.362 -5.182 -0.756  N25 1.503, C27 1.529, H35 1.090, H36 1.090
27 C -3.478 -5.898 0.005  C26 1.529, H37 1.090, H38 1.090, H39 1.090
28 C -2.205 -3.173 0.716  N25 1.462, C29 1.548, H40 1.090, H41 1.090
29 C -1.517 -2.642 1.997  C28 1.548, H42 1.090, H43 1.090, H44 1.090
30 H 0.251 -5.510 -1.925  C23 1.090
31 H 0.903 -5.838 -0.266  C23 1.090
32 H 1.622 -4.726 -1.282  C23 1.090
33 H 0.365 -3.421 0.211  C24 1.090
34 H -0.399 -3.248 -1.331  C24 1.090
35 H -2.722 -4.637 -1.629  C26 1.090
36 H -1.788 -5.993 -1.204  C26 1.090
37 H -4.085 -5.247 0.635  C27 1.090
38 H -4.116 -6.484 -0.655  C27 1.090
39 H -3.010 -6.697 0.581  C27 1.090
40 H -3.171 -3.601 0.982  C28 1.090
41 H -2.411 -2.380 -0.003  C28 1.090
42 H -2.186 -2.036 2.607  C29 1.090
43 H -0.648 -2.060 1.688  C29 1.090
44 H -1.168 -3.444 2.647  C29 1.090
45 C 1.381 -6.122 -5.741  C46 1.553, H52 1.090, H53 1.090, H54 1.090
46 C 2.481 -5.115 -5.310  C45 1.553, N47 1.452, H55 1.090, H56 1.090
47 N 2.246 -3.746 -5.735  C46 1.452, C48 1.508, C50 1.478
48 C 3.490 -2.923 -5.520  N47 1.508, C49 1.476, H57 1.090, H58 1.090
49 C 3.422 -1.721 -6.373  C48 1.476, H59 1.090, H60 1.090, H61 1.090
50 C 0.951 -3.111 -5.411  N47 1.478, C51 1.540, H62 1.090, H63 1.090
51 C 0.643 -2.930 -3.914  C50 1.540, H64 1.090, H65 1.090, H66 1.090
52 H 1.787 -7.129 -5.847  C45 1.090
53 H 0.987 -5.882 -6.729  C45 1.090
54 H 0.519 -6.247 -5.086  C45 1.090
55 H 2.664 -5.195 -4.238  C46 1.090
56 H 3.438 -5.411 -5.738  C46 1.090
57 H 3.683 -2.563 -4.510  C48 1.090
58 H 4.257 -3.602 -5.892  C48 1.090
59 H 3.070 -1.889 -7.391  C49 1.090
60 H 2.829 -0.898 -5.973  C49 1.090
61 H 4.442 -1.341 -6.432  C49 1.090
62 H 0.177 -3.728 -5.868  C50 1.090
63 H 0.893 -2.115 -5.850  C50 1.090
64 H 1.504 -2.589 -3.339  C51 1.090
65 H 0.367 -3.912 -3.529  C51 1.090
66 H -0.245 -2.324 -3.733  C51 1.090
67 C 1.143 5.524 1.017  C68 1.494, H74 1.090, H75 1.090, H76 1.090
68 C 0.526 6.391 2.066  C67 1.494, N69 1.484, H77 1.090, H78 1.090
69 N 0.853 7.837 2.005  C68 1.484, C70 1.466, C72 1.467
70 C 0.410 8.503 0.777  N69 1.466, C71 1.520, H79 1.090, H80 1.090
71 C -1.095 8.379 0.596  C70 1.520, H81 1.090, H82 1.090, H83 1.090
72 C 2.284 8.106 2.179  N69 1.467, C73 1.540, H84 1.090, H85 1.090
73 C 2.898 7.801 3.558  C72 1.540, H86 1.090, H87 1.090, H88 1.090
74 H 0.802 4.497 1.146  C67 1.090
75 H 2.225 5.413 1.086  C67 1.090
76 H 0.932 5.870 0.004  C67 1.090
77 H -0.543 6.237 2.211  C68 1.090
78 H 0.889 6.008 3.020  C68 1.090
79 H 0.880 8.094 -0.118  C70 1.090
80 H 0.636 9.569 0.785  C70 1.090
81 H -1.321 9.007 -0.266  C71 1.090
82 H -1.583 8.850 1.449  C71 1.090
83 H -1.506 7.376 0.486  C71 1.090
84 H 2.891 7.623 1.412  C72 1.090
85 H 2.403 9.155 1.907  C72 1.090
86 H 2.359 8.162 4.434  C73 1.090
87 H 2.949 6.714 3.614  C73 1.090
88 H 3.918 8.185 3.533  C73 1.090
89 C -4.766 -2.974 3.411  C90 1.533, H96 1.090, H97 1.090, H98 1.090
90 C -4.937 -1.563 2.836  C89 1.533, N91 1.450, H99 1.090, H100 1.090
91 N -4.282 -0.466 3.521  C90 1.450, C92 1.483, C94 1.464
92 C -4.266 0.703 2.609  N91 1.483, C93 1.571, H101 1.090, H102 1.090
93 C -3.190 0.506 1.481  C92 1.571, H103 1.090, H104 1.090, H105 1.090
94 C -4.907 -0.313 4.836  N91 1.464, C95 1.516, H106 1.090, H107 1.090
95 C -4.112 0.680 5.660  C94 1.516, H108 1.090, H109 1.090, H110 1.090
96 H -3.732 -2.919 3.753  C89 1.090
97 H -4.848 -3.783 2.685  C89 1.090
98 H -5.366 -3.103 4.311  C89 1.090
99 H -4.591 -1.649 1.805  C90 1.090
100 H -5.989 -1.295 2.744  C90 1.090
101 H -5.278 0.942 2.279  C92 1.090
102 H -3.969 1.620 3.117  C92 1.090
103 H -2.230 0.170 1.872  C93 1.090
104 H -3.535 -0.142 0.675  C93 1.090
105 H -2.898 1.438 0.998  C93 1.090
106 H -4.967 -1.246 5.396  C94 1.090
107 H -5.922 -0.006 4.585  C94 1.090
108 H -4.366 0.612 6.718  C95 1.090
109 H -4.309 1.726 5.427  C95 1.090
110 H -3.034 0.554 5.558  C95 1.090
111 C 2.266 -3.179 6.542  C112 1.575, H118 1.090, H119 1.090, H120 1.090
112 C 1.917 -1.853 5.768  C111 1.575, N113 1.439, H121 1.090, H122 1.090
113 N 1.099 -1.000 6.589  C112 1.439, C114 1.452, C116 1.490
114 C -0.302 -1.382 6.622  N113 1.452, C115 1.520, H123 1.090, H124 1.090
115 C -1.007 -1.445 5.278  C114 1.520, H125 1.090, H126 1.090, H127 1.090
116 C 1.591 -0.741 7.972  N113 1.490, C117 1.555, H128 1.090, H129 1.090
117 C 2.958 -0.001 8.011  C116 1.555, H130 1.090, H131 1.090, H132 1.090
118 H 2.950 -3.064 7.382  C111 1.090
119 H 2.727 -3.834 5.802  C111 1.090
120 H 1.418 -3.769 6.890  C111 1.090
121 H 2.831 -1.349 5.454  C112 1.090
122 H 1.422 -1.998 4.808  C112 1.090
123 H -0.330 -2.341 7.140  C114 1.090
124 H -0.937 -0.731 7.224  C114 1.090
125 H -2.085 -1.547 5.405  C115 1.090
126 H -0.935 -0.469 4.798  C115 1.090
127 H -0.692 -2.282 4.655  C115 1.090
128 H 1.618 -1.648 8.576  C116 1.090
129 H 0.888 -0.060 8.451  C116 1.090
130 H 2.795 0.883 7.396  C117 1.090
131 H 3.752 -0.533 7.487  C117 1.090
132 H 3.324 0.276 9.000  C117 1.090
133 C -2.030 0.213 -6.207  C134 1.518, H137 1.090, H138 1.090, H139 1.090
134 C -0.732 0.996 -6.120  C133 1.518, O135 1.241, C136 1.493
135 O 0.274 0.686 -6.778  C134 1.241
136 C -0.659 2.050 -5.066  C134 1.493, H140 1.090, H141 1.090, H142 1.090
137 H -2.863 0.915 -6.182  C133 1.090
138 H -2.168 -0.448 -5.352  C133 1.090
139 H -2.124 -0.408 -7.098  C133 1.090
140 H -0.972 1.559 -4.144  C136 1.090
141 H -1.286 2.915 -5.283  C136 1.090
142 H 0.366 2.404 -4.954  C136 1.090
143 C -4.874 -0.477 -4.030  C144 1.527, H147 1.090, H148 1.090, H149 1.090
144 C -3.922 -0.966 -2.940  C143 1.527, O145 1.240, C146 1.541
145 O -2.791 -0.475 -2.812  C144 1.240
146 C -4.325 -2.228 -2.154  C144 1.541, H150 1.090, H151 1.090, H152 1.090
147 H -4.398 0.315 -4.608  C143 1.090
148 H -5.726 -0.038 -3.510  C143 1.090
149 H -5.222 -1.267 -4.696  C143 1.090
150 H -4.844 -1.964 -1.233  C146 1.090
151 H -3.415 -2.741 -1.843  C146 1.090
152 H -4.975 -2.882 -2.735  C146 1.090
153 C -0.276 -0.267 -0.764  C154 1.488, H157 1.090, H158 1.090, H159 1.090
154 C 0.873 -0.173 0.177  C153 1.488, O155 1.228, C156 1.518
155 O 1.955 -0.712 -0.040  C154 1.228
156 C 0.730 0.783 1.347  C154 1.518, H160 1.090, H161 1.090, H162 1.090
157 H -0.209 0.602 -1.419  C153 1.090
158 H -1.259 -0.222 -0.296  C153 1.090
159 H -0.111 -1.173 -1.347  C153 1.090
160 H 0.402 1.769 1.018  C156 1.090
161 H 1.734 0.937 1.743  C156 1.090
162 H 0.058 0.387 2.108  C156 1.090

## Properties
E_LUMO (spin up / spin down) (Ha): 0.081 / 0.081
Gap between HOMO and LUMO (spin up / spin down) (eV): 1.66 / 8.34
Charge: -1
Electronic energy (eV): -63495.449
⟨S²⟩: 0.750
ΔE to the lowest compared entry with this formula, charge and spin (kJ/mol): 0.0
Multiplicity: 2